No. 1
Below is a structure of composition C3H4ClO4PPtS in a non-equilibrium geometry, with properties calculated with wB97M-V/def2-TZVPD.

Summary:
Total charge: +2
Maximum force in eV/Å: 2.69
LUMO energy in Eh: -0.5176
Frontier orbital gap in eV: 1.82
Total energy in eV: -47232.0202

Each line ends with the natural charge from an NBO analysis.
Atoms and positions in Å:
H -3.482 0.591 0.972  0.10
P -2.537 -0.293 0.371  1.03
Cl 2.559 1.316 1.087  -0.01
H 0.093 -1.323 0.061  0.24
O -1.878 0.308 -1.059  -0.73
H -1.496 -0.527 1.316  0.02
C 1.996 -0.435 0.724  0.57
C -0.624 0.931 -0.886  0.96
O 0.598 0.344 -1.224  -0.49
Pt 3.872 2.599 -0.744  1.01
S -3.368 -2.021 -0.056  0.01
C 0.951 -0.778 -0.408  -0.18
O 2.467 -1.247 1.410  -0.33
O -0.622 2.051 -0.474  -0.48
H 1.472 -1.517 -1.090  0.29

=====

No. 2
Below is the ion C3H9NS2 with charge +1 in a non-equilibrium geometry, with properties calculated with wB97M-V/def2-TZVPD.

Summary:
Total charge: +1
Maximum force in eV/Å: 3.64
LUMO energy (alpha / beta) in Eh: -0.2585 / -0.3170
Energy relative to the best compared isomer or geometry (same formula, charge and spin) in kcal per mole: 54.0
Frontier orbital gap (alpha / beta) in eV: 6.81 / 4.81
Spin multiplicity: 2
Total energy in eV: -26407.1260

Each line ends with the natural charge from an NBO analysis.
Atoms and positions in Å:
H 4.041 -0.020 0.599  0.15
H -2.788 -0.722 0.660  0.36
H 0.887 1.618 1.115  0.28
S 1.855 -0.483 0.843  0.59
H -0.575 -1.220 -1.135  0.21
H -0.830 1.296 -1.058  0.25
S 3.728 -0.145 -0.692  0.10
N -2.504 -0.823 -0.310  -0.75
C -0.608 0.730 -0.174  -0.41
H -0.560 -1.218 0.584  0.16
H -2.724 -1.808 -0.480  0.37
H -1.175 1.163 0.662  0.23
C -1.011 -0.715 -0.295  -0.21
H 1.398 1.425 -0.566  0.27
C 0.866 0.923 0.248  -0.60

=====

No. 3
Below is a cluster of 3 separate species, C25H45ClIN4O4 in total in a non-equilibrium geometry, with properties calculated with wB97M-V/def2-TZVPD.

Summary:
Total charge: +1
Maximum force in eV/Å: 2.79
LUMO energy (alpha / beta) in Eh: -0.1071 / -0.1073
Frontier orbital gap (alpha / beta) in eV: 7.58 / 8.40
Spin multiplicity: 3
Total energy in eV: -61414.1478

Each line ends with the Löwdin spin population.
Atoms and positions in Å:
H -5.216 0.267 -6.152  0.00
N -5.795 1.508 -2.999  0.37
C -0.629 -1.057 -1.858  0.00
C 6.223 -4.372 3.316  0.00
C 0.566 -0.326 -1.375  0.00
N 1.330 0.458 -2.232  0.00
H 2.357 1.045 1.754  0.00
H 6.924 -1.412 3.608  0.00
C 1.088 -0.248 -0.143  0.00
H 3.441 -0.189 4.571  0.00
C 5.036 -1.695 4.680  0.03
H 7.105 -2.395 5.066  0.00
H -4.485 3.996 -2.669  0.00
H 1.078 3.525 -1.372  0.00
O 2.922 3.306 -1.854  0.00
H 6.344 -5.449 3.196  0.00
C -5.728 4.084 -4.417  0.00
H -6.428 1.844 -0.342  0.00
H -1.740 0.701 -1.846  0.00
O 3.264 -2.358 3.424  0.54
H -5.154 4.931 -4.799  0.00
C 2.312 1.004 -1.502  0.00
H -7.281 1.081 -6.052  0.00
C -6.221 2.759 -2.302  0.03
H 4.604 -4.061 7.190  0.00
C 3.925 -4.827 2.694  0.00
H -8.085 3.629 -1.590  0.00
C -1.714 -0.348 -2.134  0.00
H 3.701 0.112 1.104  0.00
C -5.250 2.802 -5.096  0.01
C 6.572 -1.553 4.631  0.00
O -4.586 1.215 -2.617  0.54
H 4.918 0.361 5.330  0.00
H 6.090 -3.820 6.310  0.00
H -5.968 4.898 -2.439  0.00
H -5.375 -0.614 -4.634  0.00
C -5.823 1.514 -4.495  0.03
C 4.453 -4.564 5.105  0.01
H 3.570 1.869 0.695  0.00
H 3.544 -2.133 6.182  0.00
H 6.492 -3.908 2.366  0.00
C -5.050 0.328 -5.077  0.00
I 0.351 -1.202 1.543  0.00
C 4.626 -2.237 6.051  0.01
H -3.974 0.425 -4.931  0.00
H -5.492 2.845 -6.160  0.00
C 3.028 0.948 0.901  0.00
H 4.266 1.815 -1.501  0.00
H 4.836 -5.582 5.203  0.00
C -5.556 3.999 -2.902  0.01
Cl 1.031 0.686 -3.863  0.00
C 4.767 -4.037 3.699  0.03
H -8.264 1.983 -2.177  0.00
H 3.485 1.764 -3.129  0.00
H -6.769 4.285 -4.679  0.00
H 6.890 -0.683 5.206  0.00
H 4.060 -4.448 1.679  0.00
C -7.270 1.296 -4.982  0.00
H -4.849 2.596 -0.595  0.00
N 4.542 -2.564 3.568  0.36
N 2.194 0.602 -0.266  0.00
H -7.914 2.161 -4.852  0.00
H -2.606 -0.767 -2.586  0.00
H 6.955 -4.077 4.064  0.00
H -7.726 0.444 -4.477  0.00
H -6.254 3.598 -0.313  0.00
O 1.563 3.424 -2.207  0.00
C 5.005 -3.704 6.240  0.00
H -4.156 2.774 -5.034  0.00
H 2.862 -4.798 2.932  0.00
H 5.090 -1.638 6.837  0.00
H -8.116 3.342 -3.297  0.00
H -0.588 -2.132 -2.004  0.00
H 4.863 0.170 3.577  0.00
C -5.914 2.688 -0.805  0.00
C -7.754 2.930 -2.359  0.00
H 4.221 -5.875 2.703  0.00
C 4.528 -0.261 4.525  0.00
H 3.368 -4.634 5.230  0.00
C 3.342 1.957 -2.063  0.00

=====

No. 4
Below is an isolated molecule of C5H10O in a non-equilibrium geometry, with properties calculated with wB97M-V/def2-TZVPD.

Summary:
Maximum force in eV/Å: 3.26
LUMO energy in Eh: 0.0389
Energy relative to the best compared isomer or geometry (same formula, charge and spin) in kcal per mole: 64.7
Frontier orbital gap in eV: 10.31
SMILES string: C[C@H]1C[C@H]1CO
Total energy in eV: -7391.9590

Each line ends with the natural charge from an NBO analysis.
Atoms and positions in Å:
H 0.256 1.607 1.129  0.22
H -0.129 -1.614 -1.393  0.23
H 1.309 -0.193 -0.398  0.48
C 0.119 -0.561 0.699  -0.33
C 0.399 0.646 1.632  -0.61
H -1.874 -1.426 0.408  0.22
H 0.455 -1.499 1.146  0.22
H -0.149 1.457 -1.435  0.15
H -1.740 0.419 0.285  0.22
H 1.395 0.666 2.095  0.22
H -0.331 0.605 2.460  0.21
H 0.064 0.383 -2.818  0.19
O 1.595 0.248 -1.327  -0.75
C -1.288 -0.558 0.168  -0.42
C 0.258 0.471 -1.727  -0.09
C -0.342 -0.650 -0.922  -0.16

=====

No. 5
Below is a structure of composition C20H22Al2BClCsF3N2O15P in a non-equilibrium geometry, with properties calculated with wB97M-V/def2-TZVPD.

Summary:
Total charge: +1
Maximum force in eV/Å: 7.96
LUMO energy in Eh: -0.2555
Frontier orbital gap in eV: 2.57
Total energy in eV: -99155.8342

Each line ends with the Mulliken charge.
Atoms and positions in Å:
O -0.138 2.294 -3.929  -0.34
C -2.780 -1.972 0.536  1.28
C -2.774 0.778 -2.451  -1.14
O -3.899 -2.533 0.996  -1.78
F 4.431 1.236 0.483  -0.42
B -4.569 -1.539 1.877  1.66
H 2.377 -0.144 -2.620  0.33
O 0.258 4.495 -2.713  -0.47
O 2.533 -2.812 1.842  -0.47
H -0.609 3.273 -0.345  0.60
Cs -3.474 -4.640 0.579  0.97
N -3.319 2.067 -2.011  0.14
Al -0.594 -2.488 4.318  0.51
H -2.051 0.320 -1.761  0.35
C -4.455 1.917 -1.088  -1.15
F 6.071 0.240 0.722  -0.22
O -5.901 -1.229 1.378  -0.54
H -5.308 1.577 -1.690  0.37
C -2.660 -0.564 1.092  0.46
O -3.695 -0.330 1.862  -0.57
Al 0.929 -1.359 -0.236  0.44
C 3.180 -3.052 5.929  0.30
H 2.653 3.231 -3.963  0.42
C 2.032 2.543 -2.018  0.44
O 5.148 -4.302 5.426  -0.54
O -1.757 0.194 0.855  -0.63
H 4.623 -0.740 -2.322  0.42
H 4.575 -0.465 -0.577  0.50
C 3.882 -3.542 3.581  -0.54
H 0.799 4.917 -2.025  0.44
H 1.447 -1.762 6.056  0.56
C -2.359 2.973 -1.541  -0.01
H -4.769 2.874 -0.670  0.40
O -2.672 4.122 -1.370  -0.54
H 2.389 3.449 -1.504  0.75
C 0.063 0.985 -3.879  0.39
C -6.800 -1.529 2.332  0.55
C 2.204 1.374 -1.001  -1.19
H -2.407 0.855 -3.478  0.30
P 0.302 2.930 -2.486  0.85
C 2.749 0.048 -1.609  0.47
C -6.048 -2.071 3.527  0.56
H 2.363 -0.784 -0.957  0.15
H -4.294 1.159 -0.318  0.37
C 2.085 -2.259 5.326  -0.37
F 3.529 1.083 -5.649  -0.24
H -0.818 1.588 -0.750  -0.23
O -2.000 -2.516 -0.203  -0.73
C 4.195 -3.709 4.967  0.24
O -4.723 -2.078 3.240  -0.27
Cl 2.653 0.518 -7.059  0.19
H 4.532 -3.976 2.831  0.46
N 0.289 -0.100 -4.161  -0.36
C 2.761 -2.845 3.058  0.34
C -0.893 2.600 -1.166  0.40
C 4.291 -0.051 -1.531  -1.51
O 3.242 -3.149 7.126  -0.52
H 4.738 0.922 -1.709  0.34
H 1.294 1.150 -0.414  0.27
H 2.962 1.699 -0.264  0.48
O -6.519 -2.436 4.551  -0.52
O -7.973 -1.389 2.236  -0.52
H -3.618 0.080 -2.505  0.47
H 2.719 1.485 -3.846  0.57
H 3.958 2.540 -3.029  0.47
C 1.834 -2.118 3.998  0.53
C 2.910 2.397 -3.292  -2.13
O 0.877 -1.435 3.418  -0.81

=====

No. 6
Below is a structure of composition C2H3NS3 in a non-equilibrium geometry, with properties calculated with wB97M-V/def2-TZVPD.

Summary:
Maximum force in eV/Å: 3.83
LUMO energy (alpha / beta) in Eh: 0.0125 / -0.0893
Energy relative to the best compared isomer or geometry (same formula, charge and spin) in kcal per mole: 29.2
Frontier orbital gap (alpha / beta) in eV: 8.27 / 6.33
Spin multiplicity: 3
Total energy in eV: -36114.6912

Each line ends with the natural charge from an NBO analysis.
Atoms and positions in Å:
C 1.613 -0.905 0.195  -0.38
S 0.139 1.083 -0.276  0.60
C 0.330 -0.607 -0.103  -0.35
S 2.657 0.423 0.291  0.06
N -1.523 1.180 0.014  -0.89
H -0.409 -1.204 -0.407  0.23
S -2.618 -0.011 0.402  0.11
H 1.913 -1.865 0.218  0.21
H -2.102 1.907 -0.335  0.41